Entry 1:
2 unconnected molecules or ions with the total composition C2H4NS in a non-equilibrium geometry, computed with wB97M-V/def2-TZVPD.

```
8
Properties=species:S:1:pos:R:3:mulliken_charge:R:1
C -1.61 -0.72 0.12 0.131
C 1.98 0.36 0.08 -0.179
N -2.05 0.36 0.05 -0.056
S 0.91 -0.85 0.12 -0.092
H -1.73 -1.86 -0.02 0.399
H 2.88 0.02 -0.31 0.281
H -2.11 1.28 0.09 0.242
H 1.72 1.42 -0.13 0.275
```

Computed properties:
HOMO level (alpha / beta)   -0.51613 / -0.51612 Ha
Total charge   +1
Energy   -531.14445 Ha
LUMO energy (alpha / beta)   -0.2085 / -0.2086 hartree
ΔE to the lowest compared entry with this formula, charge and spin   49.8 kcal/mol
2S+1   1
HOMO-LUMO gap (alpha / beta)   8.370 / 8.369 eV

=====

Entry 2:
A molecular structure, C33H26BBiF4N3O2PS, computed with wB97M-V/def2-TZVPD.

```
72
Properties=species:S:1:pos:R:3:mulliken_charge:R:1
Bi 1.04 -0.25 0.54 1.270
O 5.37 0.12 -1.10 -0.756
S 4.28 -0.46 -0.37 0.977
O 3.84 -1.78 -0.66 -0.576
N 2.97 0.54 -0.42 -0.069
C 3.11 1.94 -0.51 0.003
C 4.18 2.64 -1.05 -0.431
C 4.19 4.05 -1.08 -0.842
C 3.14 4.80 -0.64 -0.943
C 2.02 4.13 -0.10 0.910
C 0.85 4.80 0.30 -0.476
C -0.21 4.11 0.83 -1.002
C -0.08 2.73 0.99 -0.021
N 0.99 2.07 0.61 -0.143
C 2.04 2.72 0.02 0.183
C 4.74 -0.44 1.35 0.308
C 4.17 -1.37 2.22 -0.427
C 4.51 -1.33 3.56 -0.716
C 5.42 -0.38 4.02 -0.455
C 6.00 0.52 3.14 -0.590
C 5.66 0.50 1.80 -0.333
H 5.00 2.09 -1.48 0.725
H 5.06 4.55 -1.50 0.384
H 3.14 5.88 -0.70 0.395
H 0.79 5.88 0.17 0.423
H -1.13 4.60 1.11 0.420
H -0.88 2.14 1.43 0.598
H 3.50 -2.13 1.83 0.645
H 4.09 -2.05 4.25 0.419
H 5.69 -0.36 5.07 0.379
H 6.73 1.24 3.50 0.393
H 6.10 1.19 1.09 0.449
N -0.77 0.20 -0.32 -0.271
P -2.05 -0.73 -0.47 0.894
C -2.85 -0.61 -2.08 0.590
C -2.23 0.07 -3.12 -0.470
C -2.86 0.18 -4.35 -0.689
C -4.12 -0.39 -4.54 -0.480
C -4.75 -1.06 -3.49 -0.800
C -4.12 -1.16 -2.26 -0.396
C -3.36 -0.01 0.60 0.430
C -4.16 -0.73 1.48 -0.079
C -5.16 -0.09 2.21 -0.699
C -5.37 1.27 2.06 -0.464
C -4.57 2.00 1.19 -0.803
C -3.58 1.37 0.46 -0.662
C -1.96 -2.45 0.05 0.731
C -2.12 -3.52 -0.82 -0.609
C -1.85 -4.81 -0.38 -0.753
C -1.43 -5.04 0.92 -0.490
C -1.30 -3.98 1.81 -1.035
C -1.56 -2.69 1.37 -0.420
H -1.24 0.49 -2.95 0.322
H -2.38 0.70 -5.16 0.418
H -4.60 -0.32 -5.50 0.393
H -5.72 -1.50 -3.64 0.414
H -4.61 -1.67 -1.44 0.433
H -4.01 -1.80 1.60 0.375
H -5.78 -0.67 2.89 0.427
H -6.16 1.76 2.62 0.384
H -4.74 3.06 1.06 0.415
H -2.96 1.93 -0.23 0.541
H -2.41 -3.34 -1.85 0.334
H -1.96 -5.64 -1.07 0.429
H -1.19 -6.05 1.24 0.405
H -1.00 -4.17 2.83 0.419
H -1.47 -1.86 2.07 0.618
F 1.08 -2.42 -0.80 -0.501
B 0.83 -2.28 -2.25 0.478
F 1.44 -1.10 -2.68 -0.350
F -0.58 -2.17 -2.43 -0.296
F 1.30 -3.43 -2.88 -0.281
```

Computed properties:
HOMO level   -0.30965 Ha
Energy   -2966.59164 Ha
LUMO energy   -0.0299 hartree
ΔE to the lowest compared entry with this formula, charge and spin   0.0 kcal/mol
2S+1   1
HOMO-LUMO gap   7.612 eV

=====

Entry 3:
6 unconnected molecules or ions with the total composition C6H25NO6 in a non-equilibrium geometry, computed with wB97M-V/def2-TZVPD.

```
38
Properties=species:S:1:pos:R:3:mulliken_charge:R:1
C 0.35 -0.40 -3.24 -1.437
C 0.28 -0.39 -1.71 1.651
C 1.46 -1.21 -1.17 -1.379
C 1.64 -1.00 0.34 0.807
C 2.23 0.39 0.66 -1.013
N 1.47 1.18 1.64 -0.302
C 1.35 0.50 2.91 -0.167
O -0.03 0.17 3.16 -0.567
H -0.17 -1.14 -3.84 0.350
H 1.37 -0.26 -3.61 0.433
H 0.04 0.55 -3.69 0.451
H 0.40 0.61 -1.34 -0.403
H -0.62 -0.80 -1.28 -0.729
H 2.41 -1.06 -1.69 0.343
H 1.33 -2.28 -1.34 0.490
H 0.73 -1.23 0.89 -0.516
H 2.33 -1.80 0.65 0.296
H 2.20 0.97 -0.27 0.439
H 3.28 0.32 0.94 0.331
H 0.58 1.27 1.20 0.129
H 1.55 1.16 3.75 0.317
H 1.96 -0.41 2.90 0.264
H -0.47 0.05 2.31 0.273
O -2.83 -2.13 -1.67 -0.658
H -2.13 -2.79 -1.68 0.323
H -2.35 -1.29 -1.64 0.465
O -1.01 2.43 0.67 -0.694
H -0.38 3.09 0.97 0.308
H -1.14 2.40 -0.28 0.294
O -1.02 -2.29 1.48 -0.596
H -0.79 -1.82 2.29 0.303
H -1.56 -3.05 1.69 0.273
O -3.25 0.17 0.05 -0.654
H -3.12 -0.77 -0.10 0.367
H -2.40 0.59 0.15 0.342
O 0.74 2.57 -2.49 -0.655
H 0.36 1.91 -3.08 0.227
H 1.67 2.77 -2.47 0.294
```

Computed properties:
HOMO level   -0.33328 Ha
Energy   -749.73322 Ha
LUMO energy   0.0157 hartree
ΔE to the lowest compared entry with this formula, charge and spin   57.1 kcal/mol
2S+1   1
HOMO-LUMO gap   9.495 eV
Structure (SMILES)   CCCCCNCO.O.O.O.O.O

=====

Entry 4:
A molecular structure, C54H108NO16Rb2 in a non-equilibrium geometry, computed with wB97M-V/def2-TZVPD.

```
181
Properties=species:S:1:pos:R:3:mulliken_charge:R:1
Rb -2.58 1.21 4.13 0.954
Rb 0.73 4.54 4.09 0.945
C 0.91 2.33 -0.04 -2.051
C -0.34 1.66 0.47 2.801
C -0.84 0.68 -0.57 -0.502
C -0.12 -0.65 -0.55 2.103
C -0.16 -1.18 0.87 -1.567
C 0.44 -0.24 1.87 3.027
N -0.20 1.07 1.77 0.877
O 0.08 1.99 2.76 -0.917
C 1.94 -0.24 1.75 -0.691
C 0.12 -0.91 3.19 -1.082
C -1.41 2.72 0.57 -1.462
H 1.71 1.59 -0.18 0.213
H 1.27 3.06 0.69 0.454
H 0.76 2.80 -1.02 0.013
H -0.65 1.16 -1.55 -0.253
H -1.92 0.55 -0.52 -0.218
H 0.92 -0.64 -0.88 -0.456
H -0.68 -1.35 -1.17 -1.662
H 0.39 -2.14 0.88 0.169
H -1.20 -1.40 1.13 -0.010
H 2.30 0.02 0.75 0.143
H 2.36 -1.23 1.97 0.233
H 2.36 0.46 2.47 -0.693
H -0.95 -0.84 3.43 -0.360
H 0.58 -0.45 4.07 0.002
H 0.37 -1.96 3.12 0.037
H -1.55 3.18 -0.43 -0.027
H -1.11 3.56 1.20 0.017
H -2.38 2.32 0.89 0.501
C 0.79 -5.31 -0.24 0.007
C 2.15 -4.67 -0.06 0.558
O 2.83 -4.90 0.92 -0.573
C 2.58 -3.69 -1.09 0.188
H 0.89 -6.14 -0.95 0.453
H 0.15 -4.57 -0.74 -0.430
H 0.35 -5.65 0.68 -0.034
H 2.62 -2.68 -0.70 -0.304
H 1.89 -3.68 -1.94 -0.412
H 3.56 -4.02 -1.47 0.489
C -6.09 -2.07 4.17 -1.283
C -4.61 -2.41 4.17 0.632
O -3.76 -1.52 4.02 -0.476
C -4.17 -3.88 4.35 -0.539
H -6.59 -2.67 3.40 0.355
H -6.22 -1.02 3.92 0.298
H -6.54 -2.25 5.15 0.388
H -3.68 -3.99 5.31 0.339
H -3.48 -4.16 3.55 -0.126
H -5.04 -4.55 4.32 0.401
C -0.87 -0.57 -4.31 0.660
C 0.23 0.44 -4.28 0.515
O 0.02 1.57 -4.52 -0.235
C 1.60 -0.02 -3.92 -1.061
H -1.81 -0.01 -4.24 -0.416
H -0.82 -1.18 -3.41 -0.786
H -0.83 -1.20 -5.19 0.672
H 2.33 0.53 -4.51 0.463
H 1.74 -1.09 -4.13 0.245
H 1.82 0.16 -2.87 -0.072
C 5.08 -2.47 1.22 0.182
C 6.04 -2.67 0.06 0.673
O 6.39 -1.71 -0.61 -0.579
C 6.49 -4.08 -0.23 -1.239
H 4.69 -3.41 1.60 0.323
H 4.28 -1.82 0.89 -0.875
H 5.66 -1.95 2.00 0.569
H 5.64 -4.77 -0.22 0.247
H 7.23 -4.43 0.50 0.354
H 6.94 -4.19 -1.23 0.342
C 3.24 0.52 6.42 -0.742
C 3.80 -0.88 6.43 0.553
O 4.24 -1.33 7.40 -0.530
C 3.73 -1.67 5.16 0.000
H 3.26 0.89 5.39 -0.059
H 3.81 1.14 7.10 0.365
H 2.19 0.48 6.70 0.260
H 2.70 -1.90 4.89 -0.142
H 4.29 -2.59 5.25 0.387
H 4.17 -1.10 4.32 -0.081
C -2.84 -4.71 0.31 0.341
C -3.12 -5.92 1.16 0.540
O -2.26 -6.43 1.85 -0.534
C -4.49 -6.53 1.05 -1.300
H -3.65 -3.98 0.36 -0.079
H -2.90 -5.12 -0.72 0.463
H -1.90 -4.22 0.47 -0.588
H -4.42 -7.56 0.68 0.346
H -5.12 -6.01 0.31 0.322
H -4.98 -6.55 2.02 0.310
C -3.12 5.01 2.72 -0.310
C -4.22 5.68 1.92 0.599
O -4.78 6.68 2.34 -0.580
C -4.62 5.00 0.62 -0.696
H -2.19 5.07 2.15 0.083
H -3.37 3.96 2.92 0.005
H -2.98 5.54 3.66 0.362
H -5.42 5.57 0.14 0.373
H -5.08 4.02 0.88 0.285
H -3.83 4.82 -0.11 -0.041
C 5.28 1.33 0.81 0.370
C 5.73 1.40 2.23 0.774
O 6.75 0.96 2.55 -0.573
C 4.82 2.07 3.20 -0.386
H 4.71 2.22 0.52 -0.554
H 4.70 0.43 0.60 -0.370
H 6.18 1.26 0.19 0.372
H 4.96 3.15 3.09 0.214
H 5.00 1.78 4.23 0.332
H 3.76 1.89 2.96 -0.255
C 0.11 -4.58 -4.45 -1.217
C -1.16 -4.03 -3.86 0.808
O -1.16 -3.54 -2.77 0.022
C -2.42 -4.21 -4.63 -1.292
H 0.94 -3.90 -4.31 0.160
H 0.01 -4.81 -5.51 0.397
H 0.34 -5.52 -3.92 0.335
H -2.63 -5.26 -4.85 0.428
H -2.35 -3.63 -5.55 0.377
H -3.25 -3.83 -4.03 0.094
C -0.11 4.75 -5.98 -0.411
C 1.27 5.05 -5.50 0.459
O 1.98 5.80 -6.09 -0.585
C 1.70 4.48 -4.19 0.092
H -0.40 3.72 -5.77 -0.092
H -0.23 4.98 -7.03 0.420
H -0.80 5.39 -5.42 0.008
H 0.93 4.64 -3.43 -0.323
H 2.61 4.97 -3.87 0.290
H 1.90 3.41 -4.30 0.132
C 1.35 -6.34 3.86 -0.952
C 0.99 -4.97 4.34 0.502
O 1.73 -4.29 4.93 -0.511
C -0.41 -4.52 4.09 -0.359
H 0.66 -7.09 4.20 0.399
H 2.39 -6.54 4.10 0.322
H 1.33 -6.25 2.76 0.050
H -1.12 -5.22 4.52 0.557
H -0.55 -4.47 3.00 -0.141
H -0.59 -3.51 4.43 0.228
C 3.37 5.01 -0.61 -0.715
C 4.02 4.92 0.74 0.662
O 3.38 4.80 1.75 -0.449
C 5.51 5.04 0.79 -1.307
H 3.24 3.97 -0.93 0.129
H 4.04 5.52 -1.30 0.520
H 2.41 5.52 -0.57 0.248
H 5.81 5.25 1.82 0.345
H 5.85 5.89 0.19 0.485
H 6.00 4.13 0.44 0.267
C -3.43 2.33 -3.84 -0.287
C -3.42 3.04 -5.17 0.740
O -3.48 4.20 -5.26 -0.518
C -3.27 2.20 -6.39 -1.254
H -3.95 2.93 -3.09 0.359
H -2.38 2.23 -3.55 -0.357
H -3.92 1.36 -3.88 0.390
H -2.30 1.69 -6.37 0.217
H -3.44 2.79 -7.27 0.372
H -3.99 1.37 -6.32 0.420
C -3.84 -1.82 -1.83 -0.368
C -4.72 -0.99 -0.92 0.231
O -5.58 -0.30 -1.36 -0.610
C -4.47 -1.02 0.57 0.133
H -2.80 -1.54 -1.67 -0.175
H -4.09 -1.56 -2.86 0.414
H -3.93 -2.89 -1.68 0.474
H -3.64 -0.37 0.86 -0.027
H -4.31 -2.05 0.90 -0.209
H -5.37 -0.67 1.07 0.404
C -1.29 5.80 -2.07 -0.210
C -0.75 7.13 -2.57 0.691
O 0.35 7.48 -2.29 -0.546
C -1.63 7.92 -3.54 -1.250
H -2.37 5.84 -1.99 0.363
H -0.81 5.55 -1.12 0.211
H -1.02 5.00 -2.76 -0.262
H -2.12 8.73 -3.00 0.367
H -2.41 7.29 -3.98 0.295
H -1.03 8.28 -4.37 0.331
```

Computed properties:
HOMO level   -0.31359 Ha
Total charge   +1
Energy   -3428.85397 Ha
LUMO energy   -0.1178 hartree
2S+1   1
HOMO-LUMO gap   5.328 eV